1.
Density functional theory data (ωB97M-V/def2-TZVPD) for a cluster of 4 separate species, C16H28N4 in total.

Geometry as XYZ:
```
48
Properties=species:S:1:pos:R:3:forces:R:3:lowdin_charge:R:1
C -1.091 -9.246 21.977 0.5 -0.2 1.3 -0.10
C -0.996 -7.741 21.888 1.2 -0.2 -1.3 -0.25
C -0.497 -7.074 23.210 -1.3 1.5 -1.3 -0.15
C -0.177 -5.605 22.974 0.5 0.1 0.0 -0.19
N 0.108 -4.498 22.761 -0.6 -1.8 0.4 0.13
H -1.585 -9.705 21.120 0.0 0.0 0.2 0.09
H -1.542 -9.520 22.931 -0.5 -0.1 -0.5 0.02
H -0.091 -9.652 22.125 0.2 -0.2 -0.5 0.08
H -1.869 -7.365 21.356 -0.5 0.6 1.1 0.10
H -0.286 -7.579 21.078 0.6 0.3 0.2 0.11
H 0.336 -7.589 23.687 0.2 0.0 -0.4 0.11
H -1.337 -7.112 23.903 0.2 0.3 -0.1 0.07
C 1.042 -10.288 27.870 0.7 0.9 0.1 -0.10
C 0.057 -9.146 28.064 0.7 0.1 0.0 -0.25
C 0.473 -7.904 27.195 -1.4 0.2 0.4 -0.19
C 1.606 -7.105 27.673 -0.3 -0.9 -0.3 -0.21
N 2.508 -6.522 28.070 0.2 0.2 0.1 0.15
H 1.966 -10.081 28.410 0.0 -0.1 0.2 0.08
H 1.343 -10.210 26.825 -0.1 -1.0 -0.2 0.07
H 0.643 -11.237 28.228 0.1 0.0 -0.5 0.08
H 0.010 -8.907 29.127 -0.2 0.4 -0.1 0.12
H -0.910 -9.537 27.750 0.1 0.5 0.4 0.07
H -0.367 -7.216 27.098 -0.2 0.3 0.7 0.09
H 0.509 -8.128 26.129 1.0 -0.5 0.0 0.09
C -3.022 -8.181 26.915 1.5 -0.1 -0.3 -0.07
C -2.160 -8.852 25.784 -1.2 1.4 0.5 -0.24
C -3.045 -9.787 24.918 0.5 0.2 0.1 -0.13
C -4.269 -9.119 24.357 4.5 -2.5 1.8 -0.10
N -5.184 -8.671 23.888 -2.0 0.6 1.7 0.15
H -3.857 -7.601 26.520 -0.4 -0.7 0.0 0.07
H -2.460 -7.393 27.416 0.4 -0.1 0.1 0.06
H -3.224 -8.930 27.681 -0.7 0.2 -0.1 0.08
H -1.239 -9.268 26.192 -0.9 -0.9 -0.3 0.06
H -1.701 -8.031 25.232 -0.7 -0.2 -0.5 0.06
H -3.349 -10.682 25.460 -0.3 0.2 0.4 0.12
H -2.415 -10.215 24.139 -0.5 0.2 -0.2 0.08
C -5.332 -6.002 23.386 -0.5 0.8 -0.9 -0.12
C -5.164 -6.768 22.023 -0.1 0.1 1.7 -0.22
C -6.109 -7.982 21.856 -1.3 0.7 -1.3 -0.23
C -7.417 -7.694 22.502 -1.9 -0.2 0.9 -0.24
N -8.454 -7.516 23.017 2.4 -0.3 -1.2 0.13
H -5.180 -6.535 24.325 0.2 0.1 -0.4 0.04
H -6.330 -5.567 23.432 -0.3 -0.3 0.0 0.06
H -4.738 -5.091 23.317 0.5 -0.2 0.3 0.07
H -4.139 -7.140 22.005 0.1 0.1 -0.4 0.07
H -5.317 -5.983 21.282 0.0 -0.4 -0.3 0.11
H -5.695 -8.880 22.315 -0.6 0.4 -1.2 0.05
H -6.340 -8.212 20.816 0.1 0.3 -0.3 0.11
```
Forces are in eV/Å.

Computed properties:
Relative energy (zero: lowest compared OMol25 entry of this formula, charge and spin) (eV): 3.226
Net charge: 0
Structure (SMILES): CCCC#N.CCCC#N.CCCC#N.CCCC#N

=====

2.
Density functional theory data (ωB97M-V/def2-TZVPD) for the molecule C16H28N4O2S.

Geometry as XYZ:
```
51
Properties=species:S:1:pos:R:3:forces:R:3:lowdin_charge:R:1
C -2.345 2.543 0.811 -0.2 0.0 -0.2 -0.10
C -2.971 2.613 -0.577 0.1 0.1 0.1 -0.24
C -1.917 2.704 -1.690 -0.3 0.0 0.1 -0.13
C -1.088 1.474 -1.708 0.2 0.2 0.0 -0.32
N -1.505 0.304 -2.107 -1.0 0.6 -0.2 0.08
N -0.525 -0.591 -1.908 0.8 -0.6 0.1 0.03
C 0.479 0.051 -1.382 0.2 0.0 -0.1 -0.65
S 1.952 -0.689 -0.817 0.2 -0.4 0.0 0.98
C 1.126 -2.084 0.008 0.1 0.6 -0.3 -0.36
C 0.138 -1.535 1.035 0.1 -0.1 -0.1 -0.50
O 0.080 -0.345 1.287 0.0 0.2 0.2 0.02
N -0.675 -2.435 1.616 -0.4 -0.1 0.2 -0.05
C -0.638 -3.871 1.464 0.3 -0.3 0.0 -0.15
C -0.266 -4.527 2.797 -0.3 -0.1 -0.1 -0.17
C -1.259 -4.109 3.878 0.3 0.1 0.1 -0.21
C -1.306 -2.586 3.971 -0.2 -0.1 -0.2 -0.17
C -1.639 -1.991 2.605 0.0 0.4 0.3 -0.14
N 0.190 1.375 -1.230 -0.5 -0.7 -0.3 -0.01
C 1.059 2.380 -0.690 0.3 0.6 0.0 -0.15
C 1.813 3.138 -1.784 0.1 -0.3 -0.1 -0.13
C 2.690 2.215 -2.625 -0.1 0.1 0.1 -0.26
O 3.459 3.008 -3.499 -0.2 0.2 0.2 -0.19
C 4.296 2.247 -4.330 0.0 -0.1 -0.1 -0.12
H -3.121 2.453 1.568 0.0 0.0 0.1 0.07
H -1.771 3.444 1.022 0.1 0.1 0.1 0.07
H -1.686 1.681 0.897 0.1 -0.1 0.1 0.06
H -3.626 3.485 -0.641 -0.1 0.0 0.0 0.10
H -3.573 1.720 -0.751 -0.1 0.0 -0.1 0.11
H -2.424 2.793 -2.653 0.1 0.1 0.0 0.12
H -1.288 3.583 -1.542 0.0 0.1 -0.1 0.11
H 1.909 -2.679 0.477 0.0 -0.1 0.0 0.09
H 0.613 -2.651 -0.768 0.0 -0.1 0.2 0.08
H -1.637 -4.208 1.160 0.1 0.0 -0.1 0.13
H 0.070 -4.161 0.691 -0.1 0.0 0.0 0.11
H 0.740 -4.212 3.082 0.1 0.0 0.0 0.12
H -0.264 -5.611 2.678 0.1 0.0 0.0 0.11
H -2.251 -4.489 3.627 -0.1 -0.1 0.0 0.11
H -0.968 -4.536 4.839 -0.1 -0.1 0.0 0.11
H -0.336 -2.207 4.298 0.0 0.1 0.0 0.12
H -2.057 -2.270 4.696 0.0 0.1 0.0 0.11
H -2.637 -2.312 2.287 0.0 0.0 0.0 0.13
H -1.607 -0.901 2.634 -0.1 -0.2 0.0 0.12
H 0.462 3.075 -0.095 0.1 -0.1 0.0 0.12
H 1.766 1.871 -0.028 -0.2 0.1 0.0 0.11
H 1.112 3.651 -2.444 0.0 0.1 0.0 0.12
H 2.451 3.890 -1.320 0.0 0.1 0.0 0.12
H 2.069 1.513 -3.205 0.1 0.0 0.1 0.13
H 3.347 1.618 -1.972 0.0 0.0 0.0 0.11
H 5.006 1.653 -3.742 0.0 0.0 0.0 0.09
H 4.839 2.952 -4.955 0.0 -0.1 0.0 0.09
H 3.714 1.567 -4.964 0.0 0.0 0.0 0.09
```
Forces are in eV/Å.

Computed properties:
Relative energy (zero: lowest compared OMol25 entry of this formula, charge and spin) (eV): 0.565
Net charge: 0
Structure (SMILES): CCCc1nnc(SCC(=O)N2CCCCC2)n1CCCOC

=====

3.
Density functional theory data (ωB97M-V/def2-TZVPD) for a structure of composition C16H28N8Pd.

Geometry as XYZ:
```
53
Properties=species:S:1:pos:R:3:forces:R:3:lowdin_charge:R:1
Pd -1.369 0.731 -1.348 -0.7 0.6 -0.2 0.29
C -1.023 -0.668 -4.219 -0.3 0.1 0.0 -0.20
C 0.448 -0.588 -3.853 0.0 -0.1 0.1 -0.24
N 0.784 0.725 -3.316 0.1 -0.3 -0.1 -0.07
C 1.956 0.723 -2.472 0.0 -0.1 0.1 -0.18
C 1.881 -0.055 -1.159 -0.1 0.0 0.0 -0.25
C 3.005 -0.114 -0.345 0.1 0.0 0.0 -0.03
C 2.939 -0.829 0.836 0.1 0.0 0.1 -0.07
C 1.764 -1.486 1.158 0.0 0.0 0.0 -0.05
C 0.681 -1.381 0.295 0.0 0.0 -0.1 -0.26
C -0.617 -2.113 0.634 0.1 0.0 0.0 -0.18
N -1.714 -1.990 -0.296 0.2 -0.2 -0.1 -0.07
C -1.461 -2.678 -1.556 0.1 0.0 0.0 -0.24
C -2.317 -2.099 -2.664 -0.2 0.2 -0.2 -0.20
N -1.968 -0.721 -3.078 0.5 -0.2 0.2 -0.12
N 0.738 -0.658 -0.827 0.2 -0.1 0.1 0.12
H -1.177 -1.548 -4.855 0.0 0.0 0.0 0.11
H -1.279 0.214 -4.810 0.0 0.0 0.0 0.12
H 1.026 -0.766 -4.765 0.0 0.0 0.0 0.12
H 0.682 -1.405 -3.162 0.0 0.0 0.0 0.09
H -0.025 1.039 -2.761 0.2 0.3 -0.1 0.02
H 2.225 1.752 -2.225 -0.1 0.1 0.0 0.12
H 2.804 0.318 -3.035 0.0 0.0 -0.1 0.12
H 3.913 0.400 -0.640 0.0 0.0 0.0 0.11
H 3.798 -0.885 1.494 0.0 0.0 0.0 0.11
H 1.680 -2.078 2.063 0.0 0.0 0.0 0.11
H -0.937 -1.778 1.625 -0.1 0.0 0.0 0.10
H -0.368 -3.172 0.757 0.0 0.0 0.0 0.12
H -1.838 -0.990 -0.534 -0.1 -0.2 0.4 0.01
H -1.718 -3.736 -1.453 0.0 0.0 0.0 0.12
H -0.408 -2.633 -1.861 0.0 0.0 0.0 0.10
H -3.357 -2.086 -2.331 0.0 0.0 0.1 0.12
H -2.256 -2.766 -3.533 0.0 0.0 0.0 0.11
H -2.816 -0.241 -3.340 0.0 0.0 0.0 0.09
C -0.417 0.165 3.631 0.0 -0.1 -0.1 -0.07
C 0.094 1.527 4.089 0.0 -0.1 0.2 -0.41
C 1.580 1.689 3.786 0.1 0.0 -0.1 -0.08
C -0.777 2.635 3.510 -0.2 -0.1 -0.5 -0.11
N -0.772 2.643 2.042 0.4 0.6 0.7 -0.11
C -1.703 2.267 1.178 -0.5 -0.5 -0.3 -0.17
N -1.242 2.408 -0.044 0.8 0.1 0.0 -0.10
N 0.019 2.946 0.109 -0.4 -0.1 0.2 0.00
N 0.288 3.096 1.354 -0.1 -0.2 -0.4 0.06
H 0.114 -0.646 4.133 0.0 0.0 0.0 0.09
H -0.254 0.041 2.556 0.0 0.0 0.1 0.05
H -1.484 0.036 3.831 0.0 0.0 0.0 0.08
H -0.036 1.613 5.173 0.0 0.0 0.0 0.14
H 1.790 1.525 2.727 0.0 0.0 0.0 0.06
H 2.155 0.959 4.359 0.0 0.0 0.0 0.08
H 1.945 2.685 4.043 0.0 0.0 0.0 0.08
H -0.486 3.626 3.851 0.1 0.0 0.0 0.13
H -1.815 2.469 3.798 0.0 0.0 0.0 0.13
H -2.672 1.882 1.447 0.0 0.0 0.0 0.13
```
Forces are in eV/Å.

Computed properties:
Net charge: 0

=====

4.
Density functional theory data (ωB97M-V/def2-TZVPD) for a cluster of 3 separate species, C16H29BBr2ClINO9 in total.

Geometry as XYZ:
```
60
Properties=species:S:1:pos:R:3:forces:R:3:lowdin_charge:R:1
C -3.186 -0.531 -1.302 0.6 0.0 0.0 -0.06
C -1.955 -0.125 -2.082 -0.7 0.3 0.0 -0.28
O -0.807 -0.342 -1.315 0.1 0.0 -0.2 -0.13
C -0.017 -1.426 -1.635 0.2 -0.3 0.5 -0.15
C 1.470 -1.018 -1.717 -1.6 0.5 -0.5 -0.34
C 2.227 -2.351 -1.811 0.7 0.2 0.1 -0.12
C 2.955 -2.765 -0.566 -0.6 0.3 1.7 -0.77
O 2.625 -2.613 0.565 0.5 -0.4 -1.5 0.05
I 4.795 -3.923 -0.990 0.0 0.0 -0.1 0.67
O 1.749 -0.234 -0.622 1.2 -0.2 0.6 0.05
B 2.065 1.132 -0.964 -1.2 0.6 0.3 -1.16
Cl 0.507 2.231 -0.434 -0.1 0.4 0.0 0.52
C 3.312 1.884 -0.211 0.0 -1.6 0.4 -0.61
Br 2.988 1.815 1.744 0.1 0.3 -0.2 0.63
C 4.732 1.367 -0.478 -0.2 0.4 -0.1 -0.77
C 4.996 1.163 -1.950 0.1 0.0 -0.2 -0.14
Br 5.236 -0.283 0.445 0.0 0.0 0.0 0.67
O 2.065 1.171 -2.426 0.4 -0.7 0.4 0.04
C 1.695 -0.052 -2.924 1.8 1.2 -0.8 -0.36
C 2.731 -0.440 -3.988 -0.7 -0.3 -0.2 0.03
O 0.423 0.160 -3.692 -0.4 -0.8 0.5 0.04
C 0.387 1.232 -4.371 0.3 2.0 -1.4 -0.37
N 0.388 2.188 -5.048 -0.2 -1.5 1.0 0.15
H -3.031 -0.080 -0.337 -0.4 0.1 0.5 0.05
H -3.253 -1.605 -1.177 -0.2 -0.3 -0.1 0.07
H -4.070 -0.127 -1.769 -0.5 0.0 -0.1 0.07
H -1.922 -0.580 -3.067 0.3 -0.4 -0.2 0.11
H -2.045 0.941 -2.254 0.3 0.4 -0.1 0.11
H -0.066 -2.151 -0.821 0.0 -0.2 0.2 0.14
H -0.319 -1.950 -2.542 -0.1 0.1 -0.3 0.14
H 1.510 -3.144 -1.984 -0.3 -0.4 0.0 0.13
H 2.917 -2.401 -2.634 0.2 0.0 -0.1 0.06
H 3.335 2.937 -0.422 -0.2 0.4 -0.2 0.07
H 5.427 2.107 -0.118 0.3 0.1 0.4 0.07
H 4.698 0.173 -2.251 -0.2 -0.3 -0.2 0.05
H 6.047 1.271 -2.169 0.4 -0.1 0.0 0.08
H 4.455 1.875 -2.559 -0.2 0.3 -0.1 0.09
H 3.545 -1.035 -3.609 0.2 -0.1 0.1 0.07
H 2.230 -0.962 -4.794 0.0 -0.5 -0.2 0.10
H 3.158 0.445 -4.422 0.0 0.6 0.0 0.09
C -2.519 2.900 3.330 -0.3 -0.2 -0.1 -0.24
C -1.885 2.119 2.202 0.0 0.3 -0.2 -0.24
O -2.896 1.657 1.301 -0.1 -0.1 0.3 -0.08
O -3.476 2.095 4.013 0.1 0.0 0.2 -0.09
H -1.767 3.220 4.052 0.0 0.0 0.0 0.12
H -3.031 3.788 2.935 0.2 0.1 0.0 0.11
H -1.394 1.227 2.588 0.1 0.0 0.0 0.13
H -1.147 2.720 1.664 0.1 -0.1 0.1 0.07
H -3.237 2.419 0.825 0.1 0.0 -0.1 0.09
H -3.909 1.565 3.332 -0.1 0.0 0.0 0.06
C -3.339 -2.362 5.010 -0.3 -0.1 0.1 -0.25
C -3.712 -1.287 4.014 0.1 0.2 0.2 -0.23
O -4.936 -0.660 4.413 0.0 -0.2 -0.1 -0.08
O -4.376 -3.330 5.111 0.1 -0.1 -0.1 -0.07
H -2.426 -2.874 4.706 0.0 0.0 0.0 0.12
H -3.182 -1.914 6.001 0.2 0.1 -0.1 0.12
H -3.891 -1.727 3.035 0.0 0.0 0.0 0.13
H -2.924 -0.534 3.930 0.1 -0.1 0.0 0.11
H -4.748 -0.136 5.199 0.0 0.2 0.0 0.09
H -5.201 -2.839 5.040 -0.1 0.0 0.0 0.07
```
Forces are in eV/Å.

Computed properties:
Net charge: -1

=====

Number 1: LUMO 0.058 eV, largest force on an atom 0.1056 Eh/bohr, highest occupied orbital energy -10.731 eV. Number 2: LUMO 0.593 eV, largest force on an atom 0.0222 Eh/bohr, highest occupied orbital energy -8.325 eV. Number 3: LUMO 0.649 eV, largest force on an atom 0.0202 Eh/bohr, highest occupied orbital energy -6.072 eV. Number 4: LUMO 2.104 eV, largest force on an atom 0.0474 Eh/bohr, highest occupied orbital energy -6.061 eV.